(1)
Formula: C24H23F24NO8P
Source: the OMol25 dataset
Level of theory: wB97M-V/def2-TZVPD

The geometry in XYZ format:
```
81
Properties=species:S:1:pos:R:3:forces:R:3
P -2.72491 -0.62836 1.86048 -0.140 -0.033 3.790
F -0.40578 -5.09567 -1.65582 0.060 0.663 0.269
F 0.93910 -1.64457 9.76462 0.196 0.455 -0.096
F -1.01404 0.78124 -5.36279 0.360 -0.267 -0.041
F -2.04152 1.28713 5.98134 0.294 -0.322 -0.474
F 1.35007 -5.34078 -5.05764 0.103 -0.067 0.285
F 3.13806 4.40879 -4.18148 -0.291 0.254 -0.326
F 3.04710 5.24739 -6.88580 0.069 -0.284 0.441
F 1.46741 -3.43987 -3.17038 -0.294 0.081 0.115
F 0.60982 -2.20031 7.69199 0.226 0.221 -0.040
F 0.55426 -1.02064 5.28403 -0.109 0.235 0.035
F 2.94319 2.80424 -5.60564 0.134 0.416 -0.123
F 3.14179 -1.25921 8.16375 -0.309 -0.124 0.172
F -0.86311 2.82824 -6.07162 0.240 -0.254 -0.080
F 1.52157 2.05402 -7.48250 -0.109 -0.032 0.204
F -0.27680 0.97881 -8.00617 -0.194 -0.004 0.424
F 1.89393 -5.77164 -2.26255 -0.114 0.086 -0.067
F -0.02537 1.45935 6.72409 0.011 0.083 -0.605
F 2.07088 0.16494 6.93883 -0.112 -0.040 0.000
F 3.07735 -6.93609 -3.64771 -0.315 0.007 -0.260
F -1.91597 -3.63031 -2.13291 0.313 0.582 0.051
F 0.87222 -7.45283 -5.20628 -0.012 -0.057 0.522
F 0.59813 -2.53154 -1.39879 -0.306 -0.452 0.497
F 1.01639 4.49217 -7.01736 0.036 -0.105 0.318
F -0.03197 0.69062 4.06746 0.626 -0.435 0.502
O -0.98749 -4.74709 -3.80186 1.122 0.548 1.244
O 0.28903 4.98913 0.70808 2.579 -4.965 1.096
O 2.06199 3.89698 1.79661 -3.248 -1.653 -1.851
O 0.43828 -0.23085 -2.35402 -0.130 1.584 3.017
O -3.93178 2.93726 3.67366 2.561 1.311 -3.822
O 1.16465 3.42959 -4.36958 0.497 -0.188 -1.169
O -2.89843 -0.27523 3.34599 0.377 -0.247 -3.507
O -1.29996 -0.29814 7.33020 1.246 0.445 -1.023
N -0.90878 -0.18309 -0.30577 1.256 2.792 0.355
C 1.95435 4.92816 -6.15297 -0.200 0.794 -0.573
C -3.07843 2.70448 2.44786 -0.729 3.388 1.702
C 0.79781 -1.13384 8.50643 -0.754 -0.466 -0.301
C -0.47013 -0.18302 5.02357 0.016 -1.158 0.036
C 0.23898 2.49819 0.51789 -0.812 -3.405 -1.332
C 0.05643 0.44892 -1.15555 0.805 1.445 0.826
C -0.73125 -4.14570 -2.55182 -0.894 -2.021 -1.007
C 2.29741 3.87061 -5.09617 -0.145 -1.090 1.117
C 0.87743 -6.39333 -4.34670 -0.342 0.604 -0.562
C 0.86782 3.91353 0.99943 -1.065 3.298 -0.044
C 0.60369 1.19683 -6.99836 -0.018 -0.443 -0.974
C 1.81449 -6.74797 -3.19091 0.897 -0.556 0.165
C 0.76353 2.06179 -4.54342 0.001 0.196 0.711
C -1.42315 0.39940 0.94773 2.770 2.888 -1.759
C -3.63496 4.24424 2.80949 -0.425 -4.961 0.265
C -0.12297 1.73817 -5.76547 -0.285 0.921 0.249
C -0.48645 -0.27674 8.51510 -0.672 0.077 0.439
C 0.30541 -3.01969 -2.63592 0.319 0.089 -0.809
C 0.69995 1.81542 -0.80942 -2.640 -0.690 3.108
C -1.38969 2.47998 2.74915 -2.971 -0.091 -1.447
C -0.59398 -6.12113 -3.96645 -0.711 -0.286 -0.318
C -0.86512 1.78013 1.40452 0.898 -1.190 -1.352
C -0.93320 0.56837 6.27731 -0.736 0.100 2.065
C 2.09417 -0.39678 8.16526 0.965 -0.061 0.176
H -0.06810 -2.19853 -3.25177 -0.235 -0.219 0.051
H -4.62840 4.48042 2.29835 1.873 0.223 0.797
H -3.55146 2.15329 1.48772 0.968 1.191 2.480
H -1.32282 1.81669 3.68379 -0.289 1.546 -2.069
H 1.40177 -0.47140 -2.26519 -1.127 0.361 -0.061
H -2.94406 4.98525 3.32623 -1.161 -1.102 -0.880
H 1.10117 0.24872 -6.78060 -0.027 -0.043 0.207
H 0.15045 1.85580 -3.66285 -0.160 0.200 -0.297
H -0.92594 -6.73854 -3.12834 0.282 0.156 0.048
H 2.30896 0.38554 8.89648 -0.174 -0.008 0.113
H -0.30020 0.74412 8.85747 0.214 -0.102 -0.225
H -3.92069 -0.58525 1.07561 0.693 0.127 0.004
H -1.19220 -6.46398 -4.81468 0.215 0.206 -0.032
H 1.47889 2.36151 -1.46284 -1.473 -1.315 0.945
H 1.57660 5.83798 -5.67843 0.083 -0.120 0.202
H -2.26222 -2.00625 1.81558 -0.090 0.967 -0.775
H -1.26577 -1.11585 -0.60578 0.547 0.907 0.174
H -1.28670 -0.77385 4.60450 -0.077 0.305 0.197
H 1.50013 -7.66857 -2.69437 -0.182 -0.033 -0.095
H -0.99053 3.54414 2.89290 -0.233 -1.810 -0.315
H 1.61152 1.37774 -4.45400 -0.004 0.106 -0.368
H 2.15059 2.94827 2.07245 0.349 1.005 -0.120
H -1.13241 -0.71093 9.28272 0.113 -0.165 -0.217
```
Positions in Å, forces in eV/Å.

Properties
multiplicity	1
E_HOMO	-12.9	eV
charge	+1

(2)
Formula: C9H19INOPt
Source: the OMol25 dataset
Level of theory: wB97M-V/def2-TZVPD

The geometry in XYZ format:
```
32
Properties=species:S:1:pos:R:3:forces:R:3
Pt -1.34519 -4.85634 -4.62697 -0.272 0.613 1.476
I -1.80171 -3.78856 -2.07793 0.285 -0.644 -1.479
O -1.86819 -0.43193 -0.58253 0.820 0.661 -0.040
N -0.82671 0.34881 -0.02553 0.643 0.791 1.969
C -0.39994 -0.17154 1.32757 -2.590 2.947 2.177
C 0.20484 0.82009 -0.96306 -0.136 0.585 0.415
C -0.48781 1.73775 -1.96061 0.382 0.386 -0.779
C 0.84473 -0.32085 -1.71519 0.796 -0.148 -1.265
C -0.39085 -1.66821 1.39421 3.009 -0.658 -1.134
C -1.60947 0.24888 2.34252 0.828 -0.288 -0.531
C 1.96931 0.85028 0.88327 -0.528 0.224 0.806
C 0.89050 0.63598 1.93129 -1.081 -3.172 -1.053
C 1.30098 1.66950 -0.19238 0.425 -0.507 -1.277
H 0.59358 1.56185 2.42394 -0.086 -0.020 -0.316
H -1.80788 1.31915 2.39962 0.016 0.062 -0.583
H -2.51719 -0.30020 2.09223 -0.043 0.173 -0.250
H -0.96670 1.18767 -2.77065 -0.586 -0.178 0.408
H -1.39374 -0.01435 3.37803 0.436 -0.371 0.032
H -1.41097 -1.21620 -0.89471 -0.106 -0.568 -0.462
H 0.91709 2.64716 0.09902 -0.149 -0.156 0.331
H -1.16417 2.44986 -1.48783 -0.054 -0.224 0.020
H 0.55148 -1.92565 0.91066 0.228 -0.347 -1.118
H 2.07938 1.83621 -0.93697 -0.191 0.397 -0.384
H -0.03844 -2.15911 2.30136 -1.408 0.341 0.801
H 1.75248 -0.06470 -2.26151 0.722 0.488 0.732
H 0.24670 2.30647 -2.53083 0.366 0.248 0.227
H 2.84677 1.21387 1.41803 0.023 0.991 -0.356
H -1.17432 -2.13761 0.79927 -0.124 -0.098 0.827
H 1.06590 -1.19095 -1.09703 -0.271 -0.134 -0.319
H 1.22183 -0.07512 2.68803 0.164 0.212 0.381
H 0.31016 -0.49897 -2.64825 -0.944 -0.952 0.474
H 2.40756 -0.01330 0.38300 -0.574 -0.653 0.272
```
Positions in Å, forces in eV/Å.

Properties
multiplicity	4
E_HOMO (alpha / beta)	-8.1 / -8.2	eV

(3)
Formula: C5H6BrNO6
Source: the OMol25 dataset
Level of theory: wB97M-V/def2-TZVPD

The geometry in XYZ format:
```
19
Properties=species:S:1:pos:R:3:forces:R:3
Br -0.14680 -0.88759 2.87530 0.165 0.105 -1.225
O -1.43844 -1.98020 -0.58423 -1.486 0.388 -2.619
O -1.67955 1.22029 0.82176 0.599 -0.209 0.194
O 2.34424 -0.72235 1.02802 -1.158 0.120 0.598
O -0.97847 -3.13051 1.12233 0.070 -1.439 1.318
O -0.07766 1.29884 -0.86609 -1.194 0.345 0.874
O 1.35714 -0.96660 -0.96960 -2.177 0.044 0.869
N -0.91695 -2.15581 0.45730 1.726 1.785 0.466
C -2.37845 2.37528 0.43647 -1.486 0.260 -0.025
C 1.32882 -0.89861 0.39861 1.751 -0.420 -1.377
C -0.71287 0.92162 0.04951 2.494 -3.704 0.523
C 2.57258 -0.60791 -1.54458 1.680 -0.271 -1.573
C -0.05062 -0.97327 0.91046 -1.380 2.148 1.165
H -3.38387 2.09080 0.34792 -1.497 -0.495 -0.037
H 3.19863 -0.52587 -0.64587 1.121 -0.563 -1.209
H 2.78117 -1.35921 -2.40748 0.127 1.000 1.969
H -2.10047 2.73622 -0.49122 0.979 0.525 -1.942
H -2.35568 3.17665 1.10700 0.631 0.835 1.545
H 2.63724 0.38824 -2.04561 -0.964 -0.451 0.486
```
Positions in Å, forces in eV/Å.

Properties
multiplicity	1
E_HOMO	-9.8	eV
energy above the lowest of the compared OMol25 structures with the same formula, charge and spin	20.5	kcal per mole

(4)
Formula: C11H10F6N2O6
Source: the OMol25 dataset
Level of theory: wB97M-V/def2-TZVPD

The geometry in XYZ format:
```
35
Properties=species:S:1:pos:R:3:forces:R:3
F -1.70801 0.26140 -1.99493 0.594 0.066 -0.437
F -3.72588 -0.19858 -1.38636 -0.369 -0.088 -0.012
F -2.96090 -0.37802 1.20286 -0.453 -0.439 0.271
F -0.90432 -0.00440 0.65181 -0.157 0.177 0.095
F -2.58587 -2.30940 -2.37398 0.079 -0.049 -0.525
F -2.87742 -2.56374 -0.25891 -0.376 -0.142 0.609
O -0.44085 -3.51808 -0.89735 -0.415 1.496 -0.169
O -2.89691 2.40659 -0.49667 0.176 -0.981 0.863
O 2.32185 2.84380 0.23285 -0.147 0.236 -0.605
O -2.00679 2.17164 1.57931 -0.565 -0.559 -0.254
O 3.53686 2.09739 0.19125 0.195 -0.542 0.660
O -0.59371 2.22594 4.45991 0.101 -0.169 -0.340
N 2.39684 0.36638 -0.97257 0.869 1.071 -0.029
N 1.77577 0.22975 -2.11559 0.380 0.231 -0.247
C 3.50873 1.35586 -0.96579 0.038 0.658 -0.496
C -2.19400 0.21527 0.29545 -0.057 0.891 0.220
C 0.82976 -1.90754 1.44145 0.434 -0.157 -0.066
C 0.80463 -0.64080 -2.12000 -0.085 -0.064 -0.153
C -0.68080 -2.33218 -1.00839 0.467 -1.647 -0.125
C -2.44778 1.73134 0.39506 0.073 1.292 -1.066
C -2.43585 -0.39050 -1.08501 -1.185 0.042 0.567
C 0.45349 -1.33960 -0.98662 -1.041 -1.128 -0.297
C 2.13675 -0.26573 0.15237 0.458 0.120 0.066
C -2.17507 -1.90266 -1.16094 0.921 0.043 -0.505
C 1.13313 -1.17569 0.18400 -0.362 -1.139 0.612
H -2.76489 2.50739 2.07846 0.321 0.535 0.503
H 0.12676 -2.70484 1.29030 -0.400 -0.148 0.022
H 0.27183 -0.78605 -3.03840 -0.014 0.119 -0.400
H 2.73043 -0.07347 1.02173 0.399 0.403 0.178
H 4.43979 0.81429 -1.05694 0.327 -0.108 0.330
H 1.74647 -2.38386 1.76908 0.216 0.004 0.339
H 0.47229 -1.21877 2.19493 -0.007 0.106 0.323
H -0.66728 2.22225 3.49928 -0.002 0.021 -0.030
H 1.96650 2.64323 1.10977 0.066 -0.026 0.393
H 3.41448 2.00136 -1.83145 -0.479 -0.124 -0.295
```
Positions in Å, forces in eV/Å.

Properties
multiplicity	1
E_HOMO	-5.3	eV

(5)
Formula: C29H48F15O22S5V
Source: the OMol25 dataset
Level of theory: wB97M-V/def2-TZVPD

The geometry in XYZ format:
```
120
Properties=species:S:1:pos:R:3:forces:R:3
V 0.59349 23.77615 -14.81412 0.230 1.282 -3.492
S -1.48152 21.06892 -13.95864 -0.453 -4.464 -5.692
S -3.00373 22.95590 -19.55329 0.836 -4.119 5.035
S -2.79930 24.11021 -15.81393 0.217 -6.961 -3.726
S 0.21475 21.17266 -17.24672 -5.329 -2.593 0.536
S 2.46300 21.20203 -13.44111 -3.264 -4.393 -0.709
F 4.87164 20.29838 -12.83496 0.433 -1.005 0.300
F -4.87303 25.25264 -17.17347 -0.739 -0.854 0.624
F 0.96541 23.08553 -19.13895 -0.695 -0.290 -0.443
F -3.75018 22.39481 -22.03123 -0.245 0.708 -1.900
F -0.13963 21.34322 -19.97752 0.158 0.305 -0.245
F -2.54370 19.57240 -11.88944 -0.363 0.652 -0.218
F 1.93082 21.21747 -19.38988 0.556 -0.569 -0.450
F 4.57286 22.23542 -12.06527 0.339 1.507 1.137
F 4.91983 21.93897 -14.20199 0.120 0.409 0.437
F -3.85724 26.57625 -15.90674 -0.218 2.269 2.217
F -3.43048 21.58626 -12.24254 1.296 -0.722 1.213
F -1.38000 21.25846 -11.31526 -0.201 0.963 1.182
F -1.58233 23.02568 -21.89959 0.040 0.120 -1.468
F -2.29859 21.03685 -21.31289 0.552 0.342 -0.733
F -3.01360 25.99760 -17.75091 1.114 0.277 -0.218
O -1.78866 23.36847 -18.87976 1.202 2.004 -2.341
O 3.72990 26.43288 -14.49978 -1.876 -1.477 0.412
O 2.33417 20.04748 -14.38050 1.947 3.297 1.753
O 0.69243 22.18232 -16.32243 2.240 2.721 1.123
O 5.05900 28.87095 -19.10564 1.098 -3.075 -0.800
O 1.36642 25.09171 -15.41802 -1.729 -3.851 1.606
O -1.25447 21.15980 -17.17708 2.938 0.102 -1.621
O -0.39210 20.06790 -14.14268 -2.159 1.733 2.020
O 1.82763 20.85501 -12.15418 1.748 1.527 -0.824
O -2.53098 20.91421 -14.99576 0.804 -0.359 3.976
O 0.04237 27.55800 -15.32125 1.215 0.093 0.066
O -4.08768 23.88348 -19.48207 -1.001 2.007 -2.206
O -0.99787 22.42977 -14.02011 1.480 2.324 1.950
O 0.75773 19.84236 -16.98704 1.146 1.260 -1.426
O -1.32094 24.26583 -15.80366 0.385 1.888 -0.461
O -3.23494 22.89816 -16.55282 0.648 4.337 0.739
O -3.36869 21.72212 -18.85565 -0.846 -0.467 -2.844
O 0.87427 26.93011 -20.22991 3.416 2.412 -0.515
O 2.02643 22.50700 -13.99668 0.708 0.630 0.534
O 3.10417 24.07719 -17.52202 -1.753 0.105 1.644
O -3.28855 24.03393 -14.50728 -1.749 2.163 4.074
O 0.35579 24.97930 -13.02888 -1.118 0.104 1.991
C 0.77527 26.17301 -11.01558 0.636 1.572 1.567
C 0.73919 21.76204 -19.09545 0.234 -0.081 3.030
C -1.30059 26.50025 -20.80876 -1.163 -1.660 0.917
C 4.32495 21.47260 -13.08173 -1.799 -1.024 -2.228
C -0.09479 25.98674 -20.05886 -2.076 -2.607 0.665
C 1.31159 25.88845 -12.37226 1.383 -0.993 0.006
C -2.59297 22.34529 -21.39297 -1.033 -0.369 4.860
C 4.19340 23.35800 -16.95491 1.011 -0.919 -2.486
C -3.68263 25.55726 -16.68037 0.911 -1.650 -2.091
C 3.62556 28.86199 -19.33219 1.313 1.546 2.571
C 5.20112 23.41888 -18.09803 0.577 0.583 0.603
C 3.42538 27.56254 -15.27475 0.163 1.406 1.312
C 3.47042 30.31308 -18.80468 -3.938 -1.309 0.062
C 5.71135 30.11757 -19.20827 -1.125 -0.540 -0.461
C -1.10282 27.95067 -20.64648 -0.712 1.300 0.167
C -0.08937 25.03501 -10.67798 -1.258 -0.494 -0.361
C 4.89803 24.84434 -18.58393 0.966 -0.502 -1.540
C 4.77985 28.23524 -15.40347 0.672 1.046 -2.118
C 0.23334 28.59496 -16.28809 -0.397 -1.485 0.023
C 4.50682 30.99487 -19.51396 2.336 2.374 -0.523
C 3.39473 24.81567 -18.70888 1.798 -1.120 1.005
C 5.59237 27.64205 -14.29926 0.979 0.808 -0.105
C -1.14771 27.74933 -14.54266 0.640 1.463 -1.338
C -1.13251 29.05823 -16.52891 -1.522 1.147 -1.278
C -2.26202 20.85835 -12.20172 -0.107 -0.263 -2.995
C 5.07411 26.25733 -14.37599 1.747 -0.563 0.715
C -1.77593 29.02243 -15.19233 -1.633 -0.389 1.304
C -0.73521 24.79012 -12.01338 -1.266 -0.162 -0.052
C 0.38445 28.08535 -20.86439 -1.307 0.380 -1.384
H 2.91565 27.31946 -16.20706 -0.029 -0.063 0.133
H 4.34028 30.96090 -20.59063 -0.045 0.148 -0.104
H 3.63072 30.33743 -17.72680 0.127 -0.331 0.062
H 4.02518 22.28890 -16.82512 -1.090 0.177 0.506
H 5.50196 25.73856 -15.23385 0.172 -0.305 -0.154
H 5.04340 22.64247 -18.84663 -0.364 0.226 -0.230
H 4.92665 29.31200 -15.48794 -0.974 0.370 0.442
H 2.23107 25.34815 -12.14703 0.161 -0.406 -0.868
H 2.45112 30.67265 -18.94553 -0.070 0.343 -0.238
H 3.31626 28.54255 -20.32737 0.067 0.530 -0.130
H 6.42971 30.17794 -20.02582 0.209 -0.364 -0.117
H 0.54156 28.11128 -21.94270 0.474 -0.593 -0.518
H -1.72513 30.00001 -14.71288 0.786 -0.123 0.644
H 4.67958 32.02723 -19.20985 -0.112 0.202 -0.066
H 0.30403 27.15456 -10.96488 -0.694 -0.111 -0.106
H -1.65531 28.39904 -17.22191 0.077 -0.186 -0.004
H 2.84431 28.19930 -14.60768 -0.893 -0.011 -0.396
H -1.23787 28.23668 -19.60337 -0.408 -0.252 0.289
H 0.44467 24.13710 -10.36709 0.281 0.095 0.007
H 5.34663 28.08052 -13.33207 -0.297 0.092 0.114
H 0.51679 28.17575 -17.25349 1.035 -0.326 0.273
H -1.53594 25.50509 -12.20246 0.320 0.586 -0.298
H -1.32590 23.87410 -12.00343 1.021 -0.574 -1.029
H 6.66966 27.77325 -14.40081 0.110 -0.194 -0.291
H -0.75657 25.34038 -9.87195 -0.431 -0.361 -0.157
H 3.13558 24.21531 -19.58095 -0.491 0.229 -0.129
H 4.75224 23.71799 -16.09107 -0.983 0.754 0.497
H 5.36170 25.75393 -13.45296 -0.538 -0.640 -0.043
H 6.24051 30.20842 -18.25967 -0.064 0.766 0.118
H 1.59894 26.77424 -12.93873 -0.586 -0.318 -0.514
H -2.24926 26.15126 -20.40094 0.081 -0.090 0.427
H -1.84398 28.52912 -21.19801 0.520 0.425 -0.459
H 5.10543 27.95322 -16.40475 0.846 -0.495 0.009
H 6.19592 23.23382 -17.69279 0.342 0.330 -0.140
H 1.44968 26.19386 -10.15952 1.148 0.361 -0.559
H 0.74751 29.07496 -20.58695 0.596 -0.287 1.097
H 5.35709 25.00885 -19.55877 0.296 0.487 -0.014
H -1.31185 26.04924 -21.80101 0.286 0.721 -0.508
H 3.18077 28.20544 -18.58440 0.148 -0.396 -0.300
H -0.85612 27.88574 -13.50129 -0.245 -0.211 0.170
H 0.12477 24.99313 -20.44953 0.724 0.093 -0.090
H -1.80056 26.89875 -14.73868 0.129 -0.072 0.495
H 0.87404 29.41760 -15.97048 0.443 -0.091 0.291
H 5.18430 25.60365 -17.85619 0.280 -0.009 -0.002
H -2.85084 28.84201 -15.18087 -0.172 0.012 -0.558
H -0.23327 25.81569 -18.99131 -0.459 0.068 0.130
H 2.99133 25.82780 -18.73991 -0.576 -0.301 0.257
H -1.09888 30.04528 -16.99011 -0.315 0.255 -0.021
```
Positions in Å, forces in eV/Å.

Properties
multiplicity	2
E_HOMO	0.0	eV
charge	-3

no.,M (g/mol),electronic energy (a.u.)
1,940.37,-4322.61644
2,479.24,-901.07537
3,256.01,-3274.12573
4,380.20,-1584.98716
5,1244.93,-7221.80824